# C6H11N

C6H11N in the gas phase at a distorted geometry (ωB97M-V/def2-TZVPD, the OMol25 dataset).

```
18
Properties=species:S:1:pos:R:3:nbo_charge:R:1
C -2.4218 0.5002 0.4950 -0.61
C -1.2555 1.1892 -0.2167 -0.42
N 2.3665 0.2038 0.6391 -0.85
C 1.0667 0.7850 0.5572 0.00
C 0.0163 0.3961 -0.1721 -0.07
C 0.0844 -0.9013 -0.9139 -0.20
C 0.3374 -2.1095 -0.4537 -0.39
H -2.5078 -0.5439 0.1758 0.21
H -2.1363 0.4899 1.5444 0.21
H -3.4182 0.9161 0.3493 0.21
H -1.5450 1.4388 -1.2442 0.21
H -1.0166 2.1536 0.2445 0.21
H 2.9258 0.3932 -0.1795 0.37
H 2.3129 -0.8023 0.6506 0.37
H 0.8872 1.6081 1.2491 0.18
H -0.0285 -0.7116 -1.9837 0.20
H 0.4404 -2.9987 -1.0555 0.20
H 0.4112 -2.3241 0.6119 0.19
```

Values from the calculation:
Energy ... -289.91558 Eh
Lowest unoccupied orbital energy ... 1.0455 eV
Charge ... 0
HOMO level ... -8.955 eV
Relative energy (zero: lowest compared OMol25 entry of this formula, charge and spin) ... 147.29 kJ/mol